No. 1
A structure of composition C24H44F5N10O24S2 in a non-equilibrium geometry, computed with ωB97M-V with the def2-TZVPD basis set.

ORCA input file:
```
! wB97M-V def2-TZVPD RIJCOSX def2/J DEFGRID3
* xyz -1 1
C -5.4282 -6.6435 1.2203
C -6.0289 -6.1594 -0.0771
O -7.1581 -6.4312 -0.4008
O -5.2157 -5.4593 -0.9061
C -4.7413 -4.2003 -0.3631
C -3.9295 -3.4975 -1.4303
C -2.5393 -4.0882 -1.6892
C -1.6378 -4.1809 -0.4373
C -0.3086 -3.4605 -0.6446
S -0.4964 -1.6783 -0.6238
O -1.6720 -1.3605 0.1684
O -0.6321 -1.2914 -2.0125
N 0.8716 -1.1194 0.0783
S 1.4215 0.2640 -0.4770
O 1.6876 0.2892 -1.8914
O 2.5894 0.6065 0.3167
C 0.1740 1.6249 -0.2580
F -1.0174 1.3026 -0.7899
F 0.6817 2.6471 -1.0266
C -0.0406 2.1717 1.1375
C -0.9491 3.2191 1.2387
C -1.2055 3.8362 2.4481
C -0.5383 3.4064 3.5849
C 0.3444 2.3439 3.4887
C 1.0773 1.9010 4.7157
F 1.2257 0.5716 4.8095
F 0.5147 2.3417 5.8546
F 2.3472 2.4212 4.7028
C 0.5982 1.7134 2.2776
H -4.7607 -7.4796 1.0131
H -6.2422 -6.9642 1.8649
H -4.8654 -5.8717 1.7409
H -5.5906 -3.5682 -0.0910
H -4.1630 -4.3738 0.5373
H -3.8651 -2.4393 -1.1695
H -4.5046 -3.5907 -2.3566
H -2.6857 -5.0742 -2.1249
H -2.0608 -3.4706 -2.4463
H -1.4310 -5.2392 -0.2555
H -2.1390 -3.7988 0.4450
H 0.0593 -3.7056 -1.6407
H 0.4780 -3.7618 0.0485
H -1.4696 3.5703 0.3622
H -1.9215 4.6442 2.4909
H -0.7106 3.9016 4.5303
H 1.2917 0.8865 2.2237
C 1.7043 5.2347 -2.9703
N 1.9659 6.6187 -2.4930
O 2.2708 6.7832 -1.3354
O 1.8520 7.5182 -3.3114
H 1.8370 4.5485 -2.1419
H 0.6849 5.2090 -3.3409
H 2.4060 5.0260 -3.7721
C -2.1259 6.5334 -2.1503
N -2.6485 5.9427 -0.8888
O -3.8479 5.9223 -0.7246
O -1.8253 5.5152 -0.1041
H -2.9673 6.8674 -2.7446
H -1.4764 7.3603 -1.8778
H -1.5674 5.7535 -2.6588
C 0.0587 -6.8181 -5.1121
N -0.8687 -6.2082 -4.1204
O -0.5894 -5.1141 -3.6818
O -1.8502 -6.8599 -3.8259
H 0.8805 -6.1308 -5.2761
H 0.4078 -7.7582 -4.6952
H -0.5054 -6.9864 -6.0218
C -3.3946 -1.9392 4.0743
N -3.4676 -2.8540 2.9058
O -2.4290 -3.2404 2.4345
O -4.5761 -3.1524 2.4925
H -2.3481 -1.7767 4.3052
H -3.8877 -1.0146 3.7901
H -3.9178 -2.4206 4.8950
C 4.4535 4.0692 3.2486
N 5.7423 4.6992 3.6437
O 6.5802 3.9924 4.1695
O 5.8728 5.8830 3.4215
H 4.4897 3.0203 3.5114
H 3.6632 4.5829 3.7869
H 4.3351 4.2003 2.1772
C 4.5393 9.0040 -3.5992
N 5.2183 9.1903 -4.9097
O 5.2812 10.3132 -5.3661
O 5.6661 8.1961 -5.4410
H 4.1946 9.9702 -3.2519
H 3.7065 8.3262 -3.7520
H 5.2670 8.5767 -2.9156
C -2.6528 -7.7396 -9.4463
N -1.7781 -7.3932 -8.2933
O -1.0874 -6.4013 -8.3815
O -1.8199 -8.1360 -7.3341
H -2.5094 -6.9927 -10.2175
H -2.3600 -8.7274 -9.7878
H -3.6758 -7.7462 -9.0832
C 2.7679 -1.9016 3.4175
N 1.8012 -2.9560 3.7966
O 2.2331 -4.0325 4.1626
O 0.6309 -2.6665 3.7098
H 3.7718 -2.2873 3.5502
H 2.5791 -1.6352 2.3772
H 2.5877 -1.0540 4.0678
C 5.1609 2.8082 6.9408
N 4.8878 2.3833 8.3414
O 3.8616 2.7649 8.8623
O 5.7215 1.6791 8.8713
H 4.3360 3.4250 6.6046
H 6.0950 3.3608 6.9424
H 5.2508 1.9095 6.3389
*
```

Values from the calculation:
maximum force: 0.0463 hartree/bohr
energy relative to the best compared isomer or geometry (same formula, charge and spin): 0.00 kJ/mol
HOMO energy: -6.50 eV
LUMO energy: 0.0412 hartree



No. 2
A cluster of 5 separate species, C24H44F6N8P in total in a non-equilibrium geometry, computed with ωB97M-V with the def2-TZVPD basis set.

ORCA input file:
```
! wB97M-V def2-TZVPD RIJCOSX def2/J DEFGRID3
* xyz 3 1
C 6.1755 -2.7943 5.0864
C 6.7182 -3.8115 6.0338
N 5.6780 -4.7097 6.5770
C 5.9442 -5.7446 7.4707
C 4.7520 -6.4353 7.8122
N 3.7169 -5.7223 7.2422
C 4.3271 -4.7312 6.4729
C 2.3462 -5.9015 7.2355
H 5.4208 -2.2372 5.6415
H 5.6421 -3.1954 4.2245
H 6.9514 -2.1042 4.7550
H 7.1692 -3.3137 6.8923
H 7.4166 -4.4888 5.5423
H 6.9981 -5.9771 7.5097
H 4.4133 -7.2364 8.4525
H 3.7514 -4.0991 5.8131
H 1.8722 -5.6445 6.2882
H 1.8778 -5.4715 8.1208
H 2.1593 -6.9736 7.2985
C 7.9202 -1.8210 -4.5640
C 7.4531 -3.3298 -4.5433
N 6.1290 -3.5847 -5.0364
C 4.8847 -3.1585 -4.4898
C 3.9528 -3.9804 -5.1468
N 4.5702 -4.7112 -6.1477
C 5.9226 -4.4724 -6.0733
C 3.8770 -5.5321 -7.0909
H 8.0663 -1.4562 -5.5807
H 8.9029 -1.7629 -4.0960
H 7.2716 -1.2624 -3.8892
H 7.7313 -3.8510 -3.6273
H 8.0812 -3.7003 -5.3534
H 4.7559 -2.4958 -3.6468
H 2.8930 -4.1311 -5.0035
H 6.6909 -4.9317 -6.6775
H 3.7251 -6.5542 -6.7439
H 4.4053 -5.6022 -8.0417
H 2.9111 -5.0820 -7.3200
C -5.9991 0.1990 -9.6571
C -4.8829 1.2969 -9.6219
N -4.3747 1.2702 -8.2786
C -3.5618 0.2402 -7.7321
C -3.6782 0.3523 -6.4005
N -4.3645 1.4628 -6.0951
C -4.8080 2.0100 -7.2055
C -4.5675 2.1489 -4.7913
H -6.6569 0.4263 -8.8181
H -5.6193 -0.8175 -9.5548
H -6.5395 0.3442 -10.5925
H -5.2343 2.2759 -9.9479
H -4.1320 1.0486 -10.3721
H -3.0685 -0.5197 -8.3199
H -3.4106 -0.3464 -5.6217
H -5.3652 2.9350 -7.1916
H -3.9679 1.5471 -4.1084
H -5.6501 2.1030 -4.6734
H -4.1613 3.1601 -4.8173
C -8.8130 8.1790 5.1950
C -7.4181 8.6437 5.6764
N -6.2167 7.7488 5.4642
C -6.0289 6.8269 4.4723
C -4.8276 6.1795 4.7449
N -4.1869 6.8182 5.7421
C -5.0736 7.8051 6.1420
C -2.8276 6.5109 6.2158
H -9.3555 7.9401 6.1097
H -8.7794 7.2902 4.5649
H -9.4212 8.9111 4.6636
H -7.4264 8.7937 6.7560
H -7.4015 9.6460 5.2481
H -6.6868 6.8128 3.6159
H -4.4104 5.4369 4.0810
H -4.7716 8.4980 6.9134
H -2.2592 6.0935 5.3846
H -2.9486 5.7845 7.0195
H -2.3662 7.4369 6.5588
P -0.2965 -0.0551 2.5814
F -0.3546 -1.5848 2.9048
F -1.9467 0.0181 2.4730
F -0.4185 0.3239 4.2353
F -0.2034 1.5421 2.0571
F 1.3397 -0.2544 2.6418
F -0.3335 -0.4712 0.9416
*
```

Values from the calculation:
maximum force: 0.1375 hartree/bohr
energy relative to the best compared isomer or geometry (same formula, charge and spin): 199.95 kJ/mol
HOMO energy: -14.03 eV
LUMO energy: -0.1911 hartree



No. 3
A structure of composition C24H45BCl36I2NO4S in a non-equilibrium geometry, computed with ωB97M-V with the def2-TZVPD basis set.

ORCA input file:
```
! wB97M-V def2-TZVPD RIJCOSX def2/J DEFGRID3
* xyz -1 1
C 2.3165 -4.3890 -0.2395
C 3.4210 -3.2238 0.0357
B 2.8512 -1.7245 -0.2698
O 3.5891 -0.9795 -1.2691
C 1.5104 -1.0793 0.4523
I 1.4011 -2.0475 2.4275
C 1.7349 0.4821 0.7379
O 2.9237 0.9755 0.8132
O 0.6986 1.4006 0.9713
N 0.3562 -1.3990 -0.4503
S 0.1826 -0.2601 -1.7432
C -0.9222 -1.6454 0.2871
C -2.1802 -1.4664 -0.7371
O -3.0220 -0.5572 -0.5249
I -2.4559 -2.8230 -2.4665
H 2.0433 -4.9132 0.7524
H 1.3646 -3.8888 -0.6400
H 2.6932 -5.1946 -0.9492
H 4.2957 -3.4766 -0.6805
H 3.8351 -3.3489 1.0885
H 4.4705 -1.3797 -1.4234
H 0.6956 -0.8122 -2.9200
H -1.0282 -2.7228 0.6930
H -1.0666 -0.8456 1.0871
C 2.7967 4.1149 0.3070
Cl 3.2014 3.9998 -1.4112
Cl 3.3891 5.6315 1.0039
H 1.7145 4.0721 0.4186
H 3.2539 3.2789 0.8335
C -0.2636 -7.0952 -1.8593
Cl -1.0706 -5.5353 -1.6267
Cl 0.8202 -7.4782 -0.5169
H -1.0209 -7.8748 -1.9283
H 0.3139 -7.0600 -2.7821
C -2.0775 3.0268 1.1393
Cl -3.4406 3.3501 2.2267
Cl -1.1285 4.4907 0.8696
H -1.4361 2.2663 1.5853
H -2.4613 2.6703 0.1850
C 4.7511 1.1810 -3.5052
Cl 6.2317 0.2123 -3.4754
Cl 4.5074 1.9300 -5.0901
H 3.9014 0.5360 -3.2838
H 4.8252 1.9635 -2.7515
C 6.8322 2.3625 -8.2695
Cl 8.3433 3.2797 -8.2660
Cl 7.0888 0.7092 -8.8416
H 6.4366 2.3281 -7.2554
H 6.1196 2.8573 -8.9274
C -3.1414 0.5652 4.6111
Cl -2.7330 -1.0304 3.9813
Cl -2.6104 0.7495 6.2884
H -2.6503 1.3182 3.9983
H -4.2210 0.6985 4.5655
C -3.7273 7.2332 0.8521
Cl -5.0893 7.5438 1.9375
Cl -2.7794 8.7005 0.5818
H -3.0856 6.4739 1.2976
H -4.1102 6.8781 -0.1032
C 5.6345 -2.5254 -9.0290
Cl 4.8113 -3.7019 -7.9985
Cl 4.4907 -1.6855 -10.0818
H 6.1358 -1.7937 -8.3975
H 6.3669 -3.0451 -9.6448
C -5.5478 -3.9981 -5.5527
Cl -3.8997 -4.6169 -5.4197
Cl -5.5570 -2.3205 -6.1105
H -6.0997 -4.6101 -6.2640
H -6.0221 -4.0484 -4.5786
C 2.1310 1.3714 4.2604
Cl 1.8013 2.6038 5.4867
Cl 2.7872 -0.1015 4.9920
H 1.2024 1.1270 3.7450
H 2.8541 1.7650 3.5478
C 3.8169 -2.4237 -4.4251
Cl 2.9991 -3.5900 -3.3825
Cl 2.6670 -1.5884 -5.4763
H 4.3231 -1.6898 -3.8009
H 4.5449 -2.9472 -5.0434
C -7.3073 -7.3160 -6.7294
Cl -8.1391 -5.7682 -6.5329
Cl -6.2263 -7.6376 -5.3688
H -8.0490 -8.1109 -6.7876
H -6.7224 -7.2890 -7.6476
C 5.9781 -0.4280 2.0467
Cl 7.4929 0.4837 1.9891
Cl 6.2187 -2.1024 1.5255
H 5.6031 -0.4269 3.0691
H 5.2520 0.0480 1.3866
C 1.7364 6.4182 6.7574
Cl 0.8973 5.3311 7.8703
Cl 0.5992 7.2240 5.6703
H 2.2689 7.1726 7.3343
H 2.4433 5.8398 6.1642
C 0.4872 0.3655 8.1756
Cl 0.1760 1.5913 9.4134
Cl 1.1016 -1.1281 8.8957
H -0.4408 0.1488 7.6507
H 1.2259 0.7504 7.4751
C -7.7437 -2.0033 -2.3582
Cl -6.1470 -1.2453 -2.4396
Cl -7.6960 -3.6921 -2.8778
H -8.0980 -1.9655 -1.3292
H -8.4284 -1.4551 -3.0036
C -6.3479 9.1738 4.8951
Cl -6.3205 10.9408 4.8454
Cl -8.0032 8.5576 4.8145
H -5.7854 8.7874 4.0467
H -5.8907 8.8390 5.8248
C -4.2803 -1.1986 9.3563
Cl -2.7232 -0.3668 9.2958
Cl -4.1228 -2.8898 8.8660
H -4.6622 -1.1600 10.3753
H -4.9745 -0.6983 8.6826
*
```

Values from the calculation:
maximum force: 0.1237 hartree/bohr
energy relative to the best compared isomer or geometry (same formula, charge and spin): 167.34 kJ/mol
HOMO energy: -6.15 eV
LUMO energy: 0.0537 hartree



No. 4
A structure of composition C24H45Cl3MnN3O4Si in a non-equilibrium geometry, computed with ωB97M-V with the def2-TZVPD basis set.

ORCA input file:
```
! wB97M-V def2-TZVPD RIJCOSX def2/J DEFGRID3
* xyz -1 6
C 2.0799 -1.4559 -4.8847
C 1.2036 -0.4194 -4.2106
H 2.0625 -1.3095 -5.9676
H 1.7430 -2.4795 -4.7074
H 3.1130 -1.3526 -4.5280
C 0.4868 0.4965 -4.9771
C 0.6570 0.6645 -6.4307
H -0.2859 1.0818 -4.5124
H 0.2132 -0.1652 -6.9985
H 1.7132 0.7445 -6.7232
H 0.1418 1.5776 -6.7428
Mn 0.1976 -0.6928 2.0423
Cl 2.5692 -0.5875 1.8892
Cl -0.4501 -2.7439 2.5408
C 0.7805 2.1328 1.9177
O -0.1085 1.2911 1.6079
N 0.4963 3.4260 2.0283
C -0.8541 3.8777 1.7263
C 1.5329 4.4338 2.2231
H 1.8185 1.8163 2.1047
H -1.5920 3.1392 2.0580
H -0.9789 4.0536 0.6480
H -1.0060 4.8248 2.2491
H 2.3779 3.9776 2.7531
H 1.1156 5.2577 2.8127
H 1.8893 4.8292 1.2589
H -2.2963 -1.7477 -1.8006
H -2.9375 0.8412 -3.1170
C -3.2573 -1.3782 -1.4118
C -3.6303 0.9138 -2.2666
N -3.1971 0.0507 -1.1802
H -3.4981 -1.8973 -0.4754
C -3.0136 0.5425 0.0793
O -2.7948 -0.1352 1.0804
H -3.6613 1.9484 -1.9081
H -3.0877 1.6506 0.0938
H -4.0228 -1.5703 -2.1718
H -4.6252 0.5942 -2.6110
O 0.5720 -0.9669 -2.9506
C 1.6092 -0.0385 -2.7394
C -0.0571 1.7841 -2.2440
C 1.2531 1.2734 -2.1604
H -0.8666 1.1135 -2.5384
C -0.3225 3.1217 -1.9619
H 2.5600 -0.4898 -2.4144
C 2.2396 2.0884 -1.5594
H -1.3370 3.5131 -2.1157
C 0.7003 3.9546 -1.4872
C 1.9769 3.4255 -1.2607
H 3.2059 1.6312 -1.3355
H 0.4987 5.0094 -1.2751
H 2.7714 4.0567 -0.8458
Si 0.4960 -3.1198 -0.9567
Cl 0.0907 -0.9208 -0.1591
C -1.1235 -4.0206 -0.7052
C 1.8042 -3.7121 0.2558
C 1.1531 -3.5422 -2.6131
H -1.8796 -3.4447 -0.1655
H -0.9392 -4.9454 -0.1391
H -1.5359 -4.3247 -1.6774
H 0.4112 -3.3511 -3.3854
H 1.3892 -4.6082 -2.6328
H 2.0823 -3.0079 -2.7976
H 2.3474 -2.8829 0.7235
H 2.5323 -4.3489 -0.2696
H 1.3476 -4.3124 1.0553
C -0.5015 -1.6069 7.1015
N -0.6526 -0.7778 5.9111
C -1.9675 -0.2557 5.5913
C 0.2720 -0.7051 4.9553
C 1.5978 -1.3477 5.1406
O -0.0796 -0.0987 3.8872
H -1.3375 -1.3909 7.7695
H 0.4471 -1.3820 7.6027
H -0.5102 -2.6752 6.8375
H -1.9167 0.7926 5.2755
H -2.4484 -0.8368 4.7911
H -2.5701 -0.3265 6.4910
H 1.4916 -2.4406 5.0643
H 2.2666 -1.0255 4.3352
H 2.0351 -1.0886 6.1133
*
```

Values from the calculation:
maximum force: 0.0827 hartree/bohr
HOMO energy (alpha / beta): -1.37 / -1.37 eV
⟨S²⟩: 8.756
LUMO energy (alpha / beta): 0.0862 / 0.0860 hartree



Q: Among the records above, which one has the highest maximum force?
A: C24H44F6N8P